Density functional theory data (ωB97M-V/def2-TZVPD) for a single C7H12 molecule.

The HOMO-LUMO gap comes out at 10.071 eV. The HOMO energy comes out at -0.33121 Eh. The energy relative to the best compared isomer or geometry (same formula, charge and spin) is 120.5 kJ/mol. The value obtained for the largest force on an atom is 0.0973 Eh/bohr. As for the SMILES: C=C(C)/C(C)=C\C.

XYZ file:
```
19
Properties=species:S:1:pos:R:3:mulliken_charge:R:1
C -1.6695 -0.8644 -1.4615 -1.223
C 2.0855 -0.3178 0.1483 -1.338
C -0.3517 0.3302 2.0882 -1.493
C -1.4469 -0.5067 -0.0404 -0.032
C 0.8246 0.3904 -0.2475 0.525
C -0.4879 0.0658 0.6277 0.710
C 0.7833 1.2777 -1.2323 -0.960
H -2.3673 -0.5982 0.6907 0.141
H -2.2632 -0.0997 -1.9635 0.271
H -2.2207 -1.8034 -1.5195 0.372
H -0.7226 -0.9626 -1.9876 0.368
H 1.9319 -1.3975 0.1503 0.278
H 2.8996 -0.0839 -0.5381 0.411
H 2.3976 -0.0237 1.1511 0.318
H 1.6795 1.6121 -1.7376 0.306
H -0.1286 1.7876 -1.5004 0.283
H -1.3061 0.1755 2.5874 0.413
H 0.3876 -0.3376 2.5301 0.320
H -0.0252 1.3564 2.2545 0.333
```

=====

Density functional theory data (ωB97M-V/def2-TZVPD) for a molecular structure, C40H50Br2N6O3PtS2SbSi3.

The HOMO-LUMO gap comes out at 7.048 eV. As for the charge: -1. The HOMO energy comes out at -0.17699 Eh. The energy relative to the best compared isomer or geometry (same formula, charge and spin) is 0.0 kJ/mol. The value obtained for the largest force on an atom is 0.0104 Eh/bohr.

XYZ file:
```
108
Properties=species:S:1:pos:R:3:mulliken_charge:R:1
Pt 0.1346 -0.6175 0.0527 2.990
Br -3.0543 3.2980 0.2757 -0.202
C -1.2641 3.5542 -0.2830 0.099
C -0.8726 4.9000 -0.3626 -0.477
C 0.3561 5.2441 -0.8268 -0.194
Br 0.8510 7.0826 -0.8535 -0.290
C 1.2182 4.2448 -1.3331 1.021
C 2.4376 4.5246 -1.9862 -0.913
C 3.1396 3.5110 -2.5679 -1.242
C 2.6168 2.2077 -2.4920 0.051
N 1.5196 1.9087 -1.8470 0.254
C 0.8110 2.8851 -1.2454 -0.193
C -0.4230 2.4759 -0.5729 -0.275
O -0.7545 1.2531 -0.3180 -1.377
H -1.5674 5.6598 -0.0341 0.406
H 2.7814 5.5486 -2.0402 0.325
H 4.0650 3.6935 -3.0979 0.462
H 3.1281 1.3936 -2.9964 0.374
C -3.1683 -3.5157 2.4731 -1.632
Sb -1.9044 -1.7340 2.3213 0.294
C -1.7295 -1.5656 0.1737 2.349
C -1.5950 -2.8065 -0.6661 -1.834
C -1.4653 -4.1098 -0.1685 0.131
C -1.2962 -5.1736 -1.0334 -0.924
C -1.2624 -4.9359 -2.3995 -0.561
C -1.4103 -3.6232 -2.8171 -1.078
N -1.5751 -2.5951 -1.9928 0.319
Si -3.3275 -0.7174 -0.4145 0.999
C -4.6299 -2.0696 -0.7161 -1.321
C -3.2253 0.1828 -2.0514 -0.805
C -4.1262 0.2480 0.9969 -1.392
C 0.1473 -2.4535 2.9241 1.206
C 0.9972 -2.9413 1.7799 -0.990
C 1.8949 -4.0011 1.9589 -0.541
C 2.5718 -4.5777 0.9036 -1.214
C 2.3209 -4.1273 -0.3776 -1.847
C 1.4745 -3.0515 -0.5121 0.181
N 0.9021 -2.4207 0.5295 0.374
Si -0.0998 -3.8443 4.2190 1.139
C -1.5358 -3.5560 5.4043 -1.349
C 1.3588 -4.1368 5.3969 -1.440
C -0.4191 -5.5165 3.3820 -1.352
Si 0.8522 -0.9121 3.8306 0.518
C 2.7123 -1.1323 3.9760 -1.173
C 0.3824 0.7872 3.1706 -1.104
C 0.1815 -0.7585 5.5872 -1.308
H -3.6982 -3.6072 1.5261 0.552
H -3.8917 -3.3432 3.2704 0.434
H -2.6500 -4.4501 2.6672 0.352
H -1.4538 -4.2817 0.8966 -0.253
H -1.1749 -6.1767 -0.6404 0.399
H -1.1155 -5.7315 -3.1176 0.419
H -1.3797 -3.3783 -3.8743 0.678
H -4.2459 -2.9089 -1.2997 0.294
H -5.4517 -1.6260 -1.2880 0.425
H -5.0579 -2.4596 0.2100 0.289
H -3.1721 -0.5673 -2.8416 0.238
H -2.3483 0.8240 -2.1183 0.079
H -4.1213 0.7934 -2.1975 0.346
H -4.5445 -0.4607 1.7193 0.360
H -4.9606 0.8396 0.6096 0.336
H -3.4505 0.9166 1.5239 0.320
H 2.0613 -4.3851 2.9517 0.307
H 3.2693 -5.3860 1.0863 0.458
H 2.7969 -4.5387 -1.2554 0.539
H 1.2555 -2.6241 -1.4777 0.952
H -1.2779 -2.8742 6.2123 0.397
H -1.7632 -4.5284 5.8530 0.411
H -2.4505 -3.1951 4.9374 0.268
H 1.4270 -3.3668 6.1652 0.356
H 2.3389 -4.2110 4.9259 0.407
H 1.1684 -5.0869 5.9061 0.412
H -1.4291 -5.8670 3.6031 0.496
H 0.2740 -6.2631 3.7786 0.452
H -0.2928 -5.5027 2.2998 0.257
H 3.1821 -1.4215 3.0357 0.267
H 2.9398 -1.8971 4.7225 0.315
H 3.1782 -0.1990 4.3035 0.487
H 0.3694 0.9116 2.0898 0.026
H 1.0795 1.5140 3.6026 0.527
H -0.6161 1.0400 3.5344 0.349
H 0.4565 -1.5508 6.2798 0.312
H -0.9047 -0.6467 5.5884 0.238
H 0.6017 0.1757 5.9736 0.427
N -1.1370 -3.2047 -6.8572 -0.562
C -0.0839 -2.8289 -6.0139 0.601
C 0.9275 -3.7307 -5.6963 -0.643
C 1.9778 -3.3439 -4.8758 -0.327
C 2.0262 -2.0558 -4.3746 -0.311
C 1.0222 -1.1462 -4.6879 -0.108
C -0.0238 -1.5300 -5.5024 -0.627
S 3.3680 -1.5564 -3.3345 1.009
O 4.1447 -0.5537 -4.0326 -0.751
O 4.0850 -2.7616 -2.9558 -0.697
N 2.5153 -0.9350 -2.1524 0.326
C 3.0367 -0.5080 -1.0160 -0.178
S 4.7452 -0.2619 -0.6888 -0.247
C 4.3497 0.4761 0.8244 -0.584
C 3.0153 0.4570 1.0043 -1.460
N 2.2754 -0.1267 0.0070 0.347
H -1.3402 -4.1918 -6.8541 0.242
H -1.9740 -2.6549 -6.7412 0.257
H 0.8880 -4.7411 -6.0878 0.317
H 2.7637 -4.0401 -4.6138 0.481
H 1.0508 -0.1516 -4.2610 0.226
H -0.8162 -0.8265 -5.7308 0.280
H 5.1025 0.8585 1.4920 0.471
H 2.5093 0.8626 1.8621 0.544
```

=====

Density functional theory data (ωB97M-V/def2-TZVPD) for a single C7H7BO2 molecule.

The HOMO-LUMO gap comes out at 9.948 eV. The HOMO energy comes out at -0.34100 Eh. The energy relative to the best compared isomer or geometry (same formula, charge and spin) is 0.0 kJ/mol. The value obtained for the largest force on an atom is 0.0672 Eh/bohr. As for the SMILES: OB1OCc2ccccc21.

XYZ file:
```
17
Properties=species:S:1:pos:R:3:mulliken_charge:R:1
O 2.5700 -0.8160 1.8901 -0.569
O 0.7002 -2.1836 0.9855 -0.453
B 1.2521 -0.8751 1.2361 0.531
C -0.5737 2.2429 -0.4205 -0.543
C -1.4306 1.4761 -1.2093 -0.395
C 0.3429 1.6339 0.4187 -0.612
C -1.3015 0.1284 -1.2297 -0.635
C 0.4602 0.2739 0.4496 0.050
C -0.4089 -0.4910 -0.3400 0.690
C -0.1155 -1.9377 -0.1472 -0.463
H 2.8081 -1.6738 2.2844 0.301
H -0.6255 3.3046 -0.3500 0.390
H -2.2271 1.9752 -1.6534 0.434
H 0.9293 2.1724 1.1306 0.401
H -1.9808 -0.4155 -1.9341 0.303
H -0.9506 -2.6265 -0.0991 0.368
H 0.5516 -2.1882 -1.0119 0.201
```

=====

Density functional theory data (ωB97M-V/def2-TZVPD) for a molecular structure, C31H44BrN3P2Re.

The HOMO-LUMO gap (alpha / beta) comes out at 5.058 / 2.877 eV. As for the charge: +4. The HOMO energy (alpha / beta) comes out at -0.69923 / -0.69672 Eh. The energy relative to the best compared isomer or geometry (same formula, charge and spin) is 75.4 kJ/mol. The spin multiplicity is 4. Its expectation value of S² is 4.2180. The value obtained for the largest force on an atom is 0.0854 Eh/bohr.

XYZ file:
```
82
Properties=species:S:1:pos:R:3:mulliken_charge:R:1
N -5.6105 1.6710 -2.5525 -0.443
C -5.3822 2.2228 -1.3594 -0.546
C -4.1164 2.2059 -0.7542 -0.506
C -3.0524 1.6493 -1.4860 0.435
C -3.2791 1.1089 -2.7650 -0.023
C -4.6036 1.1782 -3.2707 -0.632
C -1.7179 1.7813 -0.7950 -0.274
Re -0.5520 0.4025 0.0066 1.554
P 3.4775 -0.6567 0.0936 -0.135
C -0.4214 1.5115 -1.5443 -0.655
C 0.7269 2.2094 -0.8847 -0.978
C 1.2862 1.6419 0.2983 2.202
C 2.0212 2.5855 1.1686 -0.486
C 2.4861 3.8366 0.6800 -0.415
C 1.8956 4.3357 -0.5055 -0.525
C 1.0315 3.5392 -1.2600 -0.635
Br 3.8561 4.7676 1.4940 0.210
H -1.7510 2.7512 -0.2675 0.931
H -0.4869 1.5292 -2.6177 1.153
H -3.9635 2.6358 0.2373 0.473
H -2.4998 0.6931 -3.3995 0.397
H -6.2183 2.7084 -0.8317 0.407
H -4.8578 0.8257 -4.2711 0.443
H 1.7507 0.5454 0.3227 -1.882
H 0.5017 3.9222 -2.1329 0.614
H 2.2813 2.2354 2.1680 0.809
H 2.1289 5.3579 -0.7872 0.557
P -1.3324 -1.6050 -0.6262 0.695
C 4.5918 0.7872 0.1868 0.050
C 6.0081 0.6271 -0.3982 -1.368
H 4.6393 1.1640 1.2267 0.559
H 4.0623 1.5523 -0.4077 0.120
H 6.5615 1.5690 -0.2714 0.410
H 6.5914 -0.1753 0.0675 0.371
H 5.9417 0.4101 -1.4678 0.321
C 2.9128 -0.9301 -1.5706 0.908
C 3.9076 -1.6758 -2.4783 -1.236
H 2.6861 0.0892 -1.9144 0.329
H 1.9513 -1.4605 -1.5343 -0.807
H 3.4644 -1.7548 -3.4774 0.418
H 4.8597 -1.1332 -2.5650 0.291
H 4.1040 -2.6904 -2.1057 0.414
C 2.7933 -1.1325 1.6766 0.527
C 3.8734 -1.6981 2.6088 -1.292
H 2.0413 -1.9137 1.4666 0.175
H 2.2636 -0.2581 2.0890 0.120
H 3.3842 -2.2273 3.4288 0.455
H 4.4964 -2.4072 2.0545 0.408
H 4.5136 -0.9142 3.0217 0.370
C -0.9481 -2.6325 0.8734 -0.477
C -1.4105 -4.0878 0.8002 -1.403
H -1.4106 -2.1385 1.7406 0.362
H 0.1406 -2.5826 1.0402 0.080
H -2.5017 -4.1584 0.7826 0.376
H -0.9998 -4.6237 -0.0616 0.398
H -1.0612 -4.6024 1.7021 0.439
C -0.3724 -2.4857 -1.9586 -0.750
C -0.5629 -1.8953 -3.3449 -0.989
H -0.6486 -3.5421 -1.9071 0.627
H 0.6794 -2.4570 -1.6589 0.446
H -1.5181 -2.2232 -3.7786 0.355
H -0.5135 -0.7913 -3.3525 0.124
H 0.2368 -2.2577 -4.0020 0.448
C -3.0638 -2.0498 -1.1227 -0.936
C -4.2295 -1.4068 -0.3786 -0.642
H -3.1449 -3.1497 -1.0820 0.765
H -3.1378 -1.7928 -2.1946 0.493
H -5.1732 -1.6199 -0.9008 0.484
H -4.3330 -1.7865 0.6503 0.315
H -4.1222 -0.3111 -0.3619 -0.274
N 0.8058 1.5771 6.0269 -0.370
C -0.0883 1.2725 5.3292 -0.278
C -1.0792 0.9308 4.3333 0.165
C -2.4363 0.7347 4.6001 -0.432
C -3.2829 0.4121 3.5488 -1.216
C -2.7903 0.4241 2.2473 -0.131
N -1.4698 0.5760 2.0060 -0.256
C -0.6257 0.8553 3.0194 0.129
H -2.8098 0.8442 5.6181 0.565
H -4.3365 0.1553 3.6912 0.521
H -3.4429 0.3173 1.3735 0.393
H 0.4044 1.0780 2.7273 0.381
```

=====

Density functional theory data (ωB97M-V/def2-TZVPD) for a molecular structure, C25H41F3O2P2Pr.

The HOMO-LUMO gap (alpha / beta) comes out at 6.920 / 7.041 eV. As for the charge: +1. The HOMO energy (alpha / beta) comes out at -0.37018 / -0.36996 Eh. The spin multiplicity is 3. Its expectation value of S² is 2.0041. The value obtained for the largest force on an atom is 0.0892 Eh/bohr.

XYZ file:
```
74
Properties=species:S:1:pos:R:3:mulliken_charge:R:1
Pr -0.1096 0.3264 1.5658 0.513
C -0.8477 -2.1819 2.9108 0.637
C 0.4528 -2.4293 2.3763 0.623
C 0.6678 -0.9298 4.1155 0.611
C -0.7143 -1.2576 3.9861 0.547
C 1.3866 -1.6421 3.1110 0.484
C -2.0989 -2.8584 2.4976 -1.765
H -2.0933 -3.0640 1.4166 0.307
H -2.9708 -2.2331 2.7254 0.408
H -2.2597 -3.8255 3.0059 0.325
C -1.7751 -0.8169 4.9033 -1.399
H -2.7598 -1.1187 4.5316 0.358
H -1.7491 0.2761 5.0028 0.164
H -1.6457 -1.2525 5.9067 0.321
C 1.2401 -0.1406 5.2180 -1.411
H 1.1289 -0.6628 6.1835 0.323
H 0.7209 0.8242 5.3052 0.145
H 2.3099 0.0365 5.0504 0.356
C 2.8606 -1.6975 2.9684 -1.676
H 3.3123 -2.5301 3.5345 0.332
H 3.3210 -0.7772 3.3420 0.411
H 3.1447 -1.8258 1.9141 0.262
C 0.7954 -3.4422 1.3464 -1.444
H 1.1411 -4.3919 1.7828 0.338
H 1.6035 -3.0869 0.6931 0.221
H -0.0681 -3.6839 0.7182 0.372
C -1.3225 1.4536 -3.7775 -0.449
C -1.6636 0.1480 -3.8543 -0.445
C -1.0761 -0.8435 -4.8042 -1.016
C 0.4333 -0.5990 -5.1133 -1.071
C 1.2573 -0.0984 -3.9734 -0.512
C 1.6142 1.1777 -3.7120 -0.275
C 0.9964 2.4181 -4.2905 -0.929
C -0.4564 2.2041 -4.7547 -1.231
H -1.6290 -0.7773 -5.7569 0.394
H 0.4949 0.0838 -5.9763 0.331
H -1.2252 -1.8836 -4.4689 0.341
H -0.4555 1.7258 -5.7466 0.304
H -1.8191 2.1189 -3.0623 0.636
H -2.5778 -0.1850 -3.3699 0.867
H -0.9227 3.1949 -4.8902 0.510
H 1.0384 3.2754 -3.5906 0.274
H 2.5595 1.3522 -3.1980 1.205
H 1.6062 2.7327 -5.1575 0.392
H 0.8697 -1.5612 -5.4366 0.441
H 1.7750 -0.9097 -3.4598 0.328
P -1.6462 -0.2673 -0.6333 0.992
C -3.1489 0.6695 -1.0108 -1.419
C -1.5376 -1.8342 -1.5354 -0.438
P 1.6663 0.7990 -0.4654 1.164
C -0.1287 0.7376 -1.2355 0.979
C 2.7060 -0.4807 -1.2132 -1.500
C 2.2839 2.4659 -0.8260 -1.176
H -3.2214 1.5051 -0.2979 0.372
H -4.0096 0.0159 -0.8185 0.440
H -3.2013 1.0683 -2.0275 0.395
H -1.0286 -1.7192 -2.5014 -0.153
H -2.5571 -2.2143 -1.6941 0.481
H -0.9918 -2.5668 -0.9245 -0.017
H 2.0656 2.8382 -1.8348 0.165
H 3.3698 2.4611 -0.6602 0.475
H 1.8451 3.1543 -0.0853 0.319
H -0.4356 1.7756 -1.4227 0.621
H 0.0778 0.2696 -2.1947 -1.799
H 3.4844 -0.6893 -0.4659 0.465
H 3.1976 -0.2097 -2.1529 0.485
H 2.1611 -1.4249 -1.3510 0.355
F -0.2724 4.8099 4.5355 -0.251
C -0.9301 3.6382 4.4401 0.741
F -0.6388 2.9016 5.5638 -0.243
F -2.2589 3.9046 4.4776 -0.247
C -0.5198 2.8281 3.1607 0.679
O 0.4447 3.1455 2.4469 -0.668
O -1.2656 1.7766 3.0077 -0.674
```